[1]
DFT (ωB97M-V with the def2-TZVPD basis set) results for a molecular structure, C22H37N9O2.

HOMO   -0.254 Ha
Strongest force on any atom   14.160 eV/Å

Each line ends with the Mulliken charge.
Positions of all 70 atoms, in Å:
C  -32.97410  3.97321  6.32084  -1.31
N  -29.35096  6.20298  5.66089  -0.18
H  -31.88011  4.74457  4.09256  0.75
C  -32.22630  7.88486  3.98891  -1.26
H  -31.52389  5.23140  7.32770  0.83
C  -29.73391  5.03378  1.66212  -1.07
C  -31.83697  6.56317  8.92449  -0.52
H  -32.98740  8.63802  3.78500  0.54
H  -31.54214  4.51364  7.97803  -0.28
H  -31.21305  2.87107  3.87248  0.58
C  -31.31680  5.26580  8.71956  0.10
C  -29.74836  4.63583  3.88759  -0.57
C  -31.21893  7.10606  10.02580  -1.06
H  -29.32931  6.77473  4.82859  0.13
N  -32.72687  3.12725  5.34970  0.06
H  -30.21663  1.87398  7.86057  0.49
C  -29.91396  10.13716  6.62228  -0.09
H  -29.29481  5.23859  0.69690  0.37
O  -29.49507  11.29135  6.77036  -0.78
C  -30.44359  5.03964  9.80299  -1.34
C  -32.38635  7.16590  5.36729  -0.53
C  -29.69840  8.09528  4.03175  -0.73
C  -30.11641  3.81227  8.23392  0.84
H  -29.33892  8.16768  6.16291  0.59
O  -30.40906  7.91292  6.54989  -0.46
C  -29.35567  4.10978  7.09314  0.40
C  -31.78277  4.59524  6.49423  0.43
H  -31.67066  10.29416  7.45610  0.29
H  -29.77262  4.24136  10.08394  0.96
H  -32.36630  7.22750  3.13079  0.27
H  -31.32059  8.09597  10.44550  0.46
H  -29.74209  6.25323  11.28649  0.25
H  -28.03407  2.41242  9.86119  0.28
H  -29.39750  4.26978  4.84116  0.73
H  -32.27829  7.89541  6.16993  0.54
H  -29.21464  5.20255  5.68649  0.55
H  -27.75043  2.26347  8.14156  0.35
H  -31.01463  9.39666  4.86757  -0.05
C  -30.83358  4.22323  5.52590  1.59
H  -30.50796  2.37572  9.62505  0.69
C  -29.98388  6.81987  6.61301  -0.65
C  -31.00798  8.78107  3.96807  0.25
C  -31.52671  3.26565  4.82763  -1.55
C  -31.04202  4.91901  3.43410  0.20
N  -28.72935  7.43869  4.02510  -0.56
H  -31.92865  5.33543  1.39314  0.49
H  -33.48044  2.74281  4.79794  0.39
N  -29.23350  9.16323  6.02926  -0.41
H  -28.24889  0.82927  9.01744  0.41
H  -32.53038  7.14962  8.33997  0.54
C  -28.38000  1.90972  8.95801  -1.36
H  -31.20660  8.66835  6.90787  0.05
N  -28.60779  4.31640  6.19648  -0.54
H  -31.66868  6.36955  5.56448  0.39
H  -30.45099  6.31835  8.52053  0.45
H  -28.52891  9.57431  5.43374  0.30
H  -30.87980  9.42461  3.09771  0.63
N  -30.11160  5.95942  7.63958  -0.14
N  -30.98490  9.62847  7.12950  -0.01
H  -29.80883  4.56186  5.48564  -0.81
C  -31.08354  5.17984  2.04733  -1.00
N  -30.39243  6.13927  10.52218  0.00
H  -27.94222  4.48429  2.79595  0.22
H  -29.49083  5.16285  7.62532  0.40
N  -28.92786  4.70362  2.77323  -0.09
H  -31.15381  3.92721  7.91977  -1.02
H  -33.94029  3.98957  6.80313  0.45
H  -33.40980  6.80383  5.46506  0.49
C  -29.85680  2.38946  8.75103  -1.24
H  -29.76421  4.59018  8.91136  0.89

---

[2]
DFT (ωB97M-V with the def2-TZVPD basis set) results for a single C20H20N4O5 molecule.

HOMO   -0.284 Ha
ΔE to the lowest compared entry with this formula, charge and spin   18.3872 eV
SMILES string   COc1ccc(C(=O)NCC(=O)/N=N/c2c(O)n(C)c3ccccc23)cc1OC
Strongest force on any atom   15.428 eV/Å

Each line ends with the Mulliken charge.
Positions of all 49 atoms, in Å:
C  -0.86711  -2.70739  -0.15811  -0.40
N  2.47875  0.22432  -0.94179  0.21
O  1.95703  -2.62885  -0.82424  -0.84
N  3.16641  0.84133  -0.28365  -0.82
O  -2.27333  0.43560  2.06827  -0.57
H  1.83449  3.10410  0.75457  0.11
O  0.37174  -1.23902  -2.59548  -0.51
N  -0.99300  0.64922  -1.87107  0.65
H  -2.76966  -3.15659  -0.59340  1.22
C  -2.14941  -2.57617  -0.25745  -1.71
H  -0.74821  1.68044  2.15357  0.13
H  -5.74318  -1.40897  0.44418  0.37
O  5.14368  0.55490  1.12243  -0.50
H  -4.69806  -1.97763  -0.87337  0.34
C  0.42388  1.76819  -0.57477  1.47
C  1.46792  -2.04091  0.32508  0.65
H  0.12233  4.64109  1.06890  0.80
O  -3.80886  -0.92834  0.76998  -0.38
H  -4.86044  -2.77113  0.44081  0.59
H  -2.14271  4.55560  0.51903  0.13
H  -2.13045  2.07175  3.41792  0.29
H  4.32818  -1.73174  1.74233  0.68
C  -2.20448  0.38834  -2.59451  -1.42
H  -2.46242  1.02795  -3.25963  0.50
C  1.18429  0.51847  -1.12123  0.36
H  -0.28088  -3.48683  -0.83736  0.16
C  -1.45205  3.74614  -0.12127  -0.45
C  -1.76908  2.86966  -0.91951  -0.83
H  -1.04457  0.79725  3.51640  0.46
C  3.76169  -1.40290  1.07193  -1.09
H  -1.99564  -0.76984  -3.07582  0.27
C  -0.00013  -1.93916  0.63212  0.42
N  2.35207  -1.71176  1.26589  -0.20
C  -0.79538  1.75812  -1.08362  -0.09
C  0.78252  2.73576  0.26327  0.35
H  -2.78331  2.77193  -1.29056  0.37
H  3.96173  -1.97040  0.25261  0.49
H  2.11180  -1.16564  1.97068  0.29
C  -0.41089  -0.74314  1.13550  -0.24
C  0.30414  0.19870  -2.00230  -0.63
H  0.29267  -0.11916  1.62733  0.77
C  -4.88408  -1.83280  0.26326  -1.28
C  -0.11784  3.86602  0.58856  -1.27
C  -1.54003  1.49220  2.89149  -0.73
C  -1.79971  -0.49448  1.26112  0.17
H  -2.85358  0.13715  -1.84107  0.55
C  -2.60296  -1.38213  0.63281  0.46
C  4.15900  0.13634  0.61497  0.41
H  1.05776  -1.56148  -2.28619  0.26

---

no.,HOMO-LUMO gap (Eh),molecular weight (g mol⁻¹)
1,0.26062,459.6
2,0.26572,396.4